Record 1
The following is a quantum chemistry calculation of an isolated molecule of C24H39BrN2OS, from the Open Molecules 2025 dataset.

The largest force on an atom comes out at 6.74 eV/A. Its net charge is 0. The structure (SMILES) is CCCCCCCc1cc(Br)c(CCCCCCCCCCOC)c2nsnc12. Its HOMO-LUMO gap is 6.75 eV.

Each line ends with the Mulliken charge.
Atoms and positions in Å:
Br (0.5792, 0.4221, -4.0684)  -0.18
S (-1.4838, 3.1716, 2.3997)  0.16
O (-2.7745, -0.4472, 4.0780)  -0.38
N (0.2632, 3.0486, 2.2685)  -0.50
N (-2.1275, 2.5670, 0.8901)  -0.40
C (-3.5103, -1.0973, 2.9451)  -0.31
C (6.3804, -2.1020, 0.0904)  -0.76
C (7.2755, -0.1569, -1.5245)  -0.49
C (6.8723, 1.0226, -0.4101)  -0.60
C (5.2460, 1.2188, -0.5316)  -0.46
C (-3.2138, -3.2563, 1.2546)  -0.56
C (-2.9965, -3.2286, -0.3740)  -0.61
C (4.6616, 2.5933, 0.1440)  -0.62
C (-3.7268, 0.5606, 4.6440)  -0.48
C (0.4449, 1.1880, -2.1870)  -0.67
C (-4.7584, -1.2763, -0.6035)  0.68
C (-5.7250, -0.3625, -1.5584)  -0.86
C (1.8689, 1.5036, -1.3753)  -0.03
C (-3.7868, 1.6079, -1.7203)  -0.30
C (-4.3645, -2.7480, -1.2080)  -0.79
C (3.2886, 2.4099, 1.0211)  -0.54
C (-1.0261, 1.4983, -1.4529)  0.39
C (1.9351, 2.1181, 0.1432)  0.52
C (-4.9502, 0.7117, -2.5219)  -0.61
C (-2.4404, -2.0249, 2.0554)  -0.36
C (0.4690, 2.4733, 0.8594)  0.02
C (-2.3519, 1.1080, -2.3133)  -0.62
C (-0.9482, 2.1560, 0.0415)  0.28
C (7.7182, -1.5221, -0.7253)  -0.57
H (-3.7645, -0.7653, -0.2574)  -0.52
H (-5.2227, -3.4904, -0.9052)  0.33
H (2.8491, 1.2528, -1.9635)  0.03
H (-3.5817, 1.5428, 3.9881)  0.10
H (3.4379, 1.5773, 1.8636)  0.27
H (-2.6842, -4.3240, -0.6897)  0.33
H (-4.0209, 2.7552, -1.9351)  0.44
H (3.0998, 3.4169, 1.6200)  0.37
H (-3.9986, -0.2606, 2.2606)  0.19
H (5.0129, 1.2956, -1.7000)  0.18
H (7.4053, 2.0034, -0.7668)  0.30
H (-1.5692, -2.4209, 2.7632)  0.37
H (-2.3426, -0.0637, -2.5431)  0.32
H (6.1627, -1.3552, 0.9720)  0.16
H (-4.3550, -1.8306, 3.3169)  0.26
H (-5.7039, 1.4645, -3.0162)  0.29
H (-2.0890, -2.5179, -0.6589)  0.24
H (-2.7829, -4.2573, 1.7398)  0.33
H (-6.5555, 0.1955, -0.9346)  0.30
H (-4.3628, -3.2336, 1.5185)  0.35
H (4.5381, 3.4668, -0.6520)  0.27
H (-6.3079, -1.1135, -2.2685)  0.32
H (-3.4567, 0.7896, 5.7826)  0.24
H (-4.4185, 0.1285, -3.4173)  0.27
H (8.1363, -2.3480, -1.4645)  0.30
H (-5.3788, -1.4850, 0.3950)  0.14
H (8.0517, 0.2193, -2.3190)  0.34
H (-4.8313, 0.1700, 4.5806)  0.28
H (-2.2276, 1.6173, -3.3860)  0.42
H (6.6308, -3.1436, 0.5966)  0.30
H (7.2038, 0.6854, 0.6822)  0.32
H (4.6454, 0.2937, -0.1406)  0.29
H (-3.9723, 1.3985, -0.5843)  0.11
H (6.2822, -0.4339, -2.1235)  0.23
H (5.4960, 2.9690, 0.9081)  0.34
H (-4.1411, -2.7490, -2.3568)  0.28
H (5.4185, -2.1279, -0.5781)  0.21
H (-1.9002, -1.2726, 1.3033)  0.07
H (8.4791, -1.2064, 0.1098)  0.28

Record 2
The following is a quantum chemistry calculation of a structure of composition C24H39GaN2O6SbSe4Si, from the Open Molecules 2025 dataset.

The value obtained for the energy above the lowest of the compared OMol25 structures with the same formula, charge and spin is 127.5 kJ/mol. The largest force on an atom comes out at 0.94 eV/A. Its net charge is -1. Its HOMO-LUMO gap is 5.46 eV.

Each line ends with the Mulliken charge.
Atoms and positions in Å:
Sb (-2.7830, -1.7826, 3.3185)  0.75
Se (-4.4353, -0.7965, 4.7318)  -0.61
Se (-3.4846, -3.0126, 1.3811)  -0.60
Se (-0.6194, -2.4376, 4.1492)  -0.60
Se (-1.6931, 1.0743, 2.4211)  -0.57
Ga (-0.5722, 0.6414, 0.5879)  -0.33
Si (-1.3527, 1.0957, -2.5429)  -2.24
O (5.7771, 2.1894, 3.1234)  -0.51
O (-0.5888, 0.5470, -1.2308)  1.22
O (-0.7047, 2.5080, -3.0943)  -0.28
O (4.4094, -4.0081, 1.8628)  -0.51
O (-2.9308, 1.4220, -2.2957)  1.53
O (-1.0752, -0.0194, -3.7124)  -0.39
N (1.3893, 1.4732, 0.9033)  0.22
N (0.6221, -1.0389, 0.7810)  0.50
C (2.9202, 3.2112, 1.4192)  -1.27
C (3.1227, -4.4185, 1.4299)  -0.56
C (1.9309, -0.8627, 0.9869)  0.16
C (0.8901, -3.3760, 1.0099)  -1.04
C (0.4800, 0.5745, -5.4374)  -1.66
C (-0.9354, 0.0967, -5.1241)  1.86
C (-1.1533, -1.3081, -5.6719)  -1.81
C (0.2086, 4.6743, -3.1399)  -1.90
C (3.6625, 0.9460, 1.3542)  -0.72
C (3.9559, 2.2957, 1.5228)  0.75
C (2.2511, -3.2151, 1.2024)  0.58
C (-4.6529, 1.1038, -0.6908)  -1.39
C (2.3664, 0.5657, 1.0582)  0.77
C (-5.0128, 0.5903, -3.1185)  -1.87
C (0.0999, -2.2616, 0.7956)  -0.33
C (2.7841, -1.9296, 1.1889)  -0.71
C (5.3549, 2.7276, 1.8816)  -0.83
C (-1.9642, 1.0544, -5.7170)  -1.29
C (-1.0070, 3.8536, -2.7264)  2.20
C (1.6472, 2.7559, 1.1145)  -0.40
C (-1.2257, 3.9563, -1.2218)  -1.07
C (-4.0276, 0.5415, -1.9575)  1.60
C (-3.5588, -0.8886, -1.7395)  -0.89
C (-2.2463, 4.3265, -3.4804)  -1.74
H (-1.3815, 4.9952, -0.9249)  0.59
H (3.1948, -4.9794, 0.4888)  0.28
H (-1.8205, 2.0610, -5.3280)  0.02
H (-3.9379, 1.0879, 0.1339)  0.11
H (3.8375, -1.7886, 1.3703)  0.57
H (0.8007, 3.4278, 1.0580)  0.80
H (0.6406, 0.6196, -6.5167)  0.49
H (0.6402, 1.5642, -5.0115)  0.12
H (6.0633, 2.3477, 1.1439)  0.33
H (-2.9004, -0.9597, -0.8777)  -0.01
H (-0.9758, -2.3450, 0.6657)  0.27
H (-4.9707, 2.1352, -0.8585)  0.29
H (-0.3408, 3.5780, -0.7109)  -0.17
H (-2.1641, -1.6472, -5.4420)  0.37
H (0.3731, 4.5817, -4.2142)  0.40
H (-1.8622, 1.0806, -6.8037)  0.56
H (-4.5653, 0.1585, -4.0167)  0.28
H (4.4397, 0.2067, 1.4831)  0.44
H (-4.4162, -1.5251, -1.5175)  0.68
H (5.1408, 2.4398, 3.8017)  0.34
H (-2.0923, 3.3747, -0.9038)  0.20
H (-1.0132, -1.3279, -6.7541)  0.41
H (1.2057, -0.1137, -5.0025)  0.33
H (-5.5131, 0.5058, -0.3889)  0.48
H (5.4167, 3.8213, 1.8750)  0.33
H (4.8829, -4.7760, 2.1899)  0.31
H (3.0918, 4.2679, 1.5767)  0.36
H (-2.4834, 5.3574, -3.2091)  0.51
H (2.6373, -5.0641, 2.1685)  0.38
H (-2.0690, 4.2844, -4.5566)  0.38
H (-5.9082, 0.0192, -2.8704)  0.46
H (0.0654, 5.7282, -2.8959)  0.39
H (1.0982, 4.3090, -2.6239)  0.35
H (0.4239, -4.3510, 1.0542)  0.42
H (-3.0452, -1.2711, -2.6227)  0.01
H (-2.9771, 0.7313, -5.4707)  0.17
H (-0.4476, -1.9991, -5.2107)  0.35
H (-3.0961, 3.6909, -3.2390)  0.09
H (-5.2995, 1.6215, -3.3311)  0.33

Question: The highest net charge belongs to which entry?
Answer: C24H39BrN2OS

Question: HOMO-LUMO gap of number 2 (C24H39GaN2O6SbSe4Si)?
Answer: 5.46 eV

Question: Among the records above, which one has the lowest HOMO-LUMO gap?
Answer: C24H39GaN2O6SbSe4Si

Question: What is the HOMO-LUMO gap in the second record?
Answer: 5.46 eV